# C41H99NO17

A cluster of 9 separate species, C41H99NO17 in total (ωB97M-V with the def2-TZVPD basis set, the Open Molecules 2025 dataset).

## Properties
orbital gap: 8.7 eV
SMILES: CC1(C)CCCC(C)(C)N1O.COCCOC.COCCOC.COCCOC.COCCOC.COCCOC.COCCOC.COCCOC.COCCOC
net charge: 0
energy above the lowest of the compared OMol25 structures with the same formula, charge and spin: 157.6 kcal per mole

Each atom is followed by the atoms it is bonded to, with distances in Å.
CARTESIAN COORDINATES (ANGSTROEM)
1 O -9.23076 -6.57814 10.41227  C46 1.402, C47 1.429
2 O 8.68630 0.52879 -1.10280  C34 1.477, C37 1.379
3 O -0.34216 6.87807 1.08701  C19 1.456, C41 1.420
4 O -6.74340 -7.42864 -3.93322  C23 1.451, C45 1.454
5 O -4.43729 3.80659 5.41812  C27 1.468, C36 1.382
6 O -8.93085 -1.24998 -3.18969  C25 1.422, C40 1.419
7 O -6.84847 -5.93200 7.78008  C26 1.386, C30 1.443
8 O 7.24341 -6.72384 2.06125  C21 1.389, C50 1.418
9 O 1.11621 9.53418 0.75516  C28 1.486, C56 1.440
10 O 4.16900 -4.98599 3.08000  C53 1.394, C54 1.429
11 O -2.24956 -2.33813 -0.02529  C29 1.400, C58 1.469
12 O 11.61336 -0.13777 -1.53263  C43 1.453, C51 1.425
13 O -7.94528 -9.82262 -4.30009  C22 1.415, C33 1.427
14 O 6.33408 5.46658 -1.71815  N18 1.385, H110 0.960
15 O 0.00704 -0.73741 -0.67871  C20 1.452, C35 1.449
16 O -6.00240 1.24912 4.35910  C44 1.420, C52 1.428
17 O -10.14530 -0.08984 -6.23283  C49 1.456, C59 1.432
18 N 6.80028 6.40623 -2.62286  O14 1.385, C24 1.510, C57 1.441
19 C 1.09128 6.95988 0.84791  O3 1.456, C28 1.567, H68 1.090, H107 1.090
20 C -1.22515 -0.44343 -1.38879  O15 1.452, C58 1.573, H64 1.090, H90 1.090
21 C 7.98522 -7.70499 2.70645  O8 1.389, H131 1.090, H142 1.090, H150 1.090
22 C -6.94081 -9.39489 -5.20067  O13 1.415, C45 1.547, H130 1.090, H133 1.090
23 C -5.96692 -6.31612 -3.41828  O4 1.451, H108 1.090, H143 1.090, H155 1.090
24 C 6.33085 6.10423 -4.02540  N18 1.510, C31 1.576, C48 1.579, C55 1.515
25 C -8.50428 0.10665 -3.16495  O6 1.422, H92 1.090, H96 1.090, H154 1.090
26 C -7.37667 -6.66747 8.83007  O7 1.386, C46 1.563, H80 1.090, H103 1.090
27 C -4.03427 2.62890 4.64067  O5 1.468, C52 1.612, H89 1.090, H139 1.090
28 C 1.75377 8.27085 0.30224  O9 1.486, C19 1.567, H69 1.090, H72 1.090
29 C -2.84367 -1.67606 1.05554  O11 1.400, H61 1.090, H137 1.090, H158 1.090
30 C -5.51953 -6.37772 7.43542  O7 1.443, H85 1.090, H140 1.090, H152 1.090
31 C 7.13744 4.94503 -4.72397  C24 1.576, H93 1.090, H98 1.090, H153 1.090
32 C 9.25223 6.00495 -2.50178  C57 1.520, H63 1.090, H75 1.090, H157 1.090
33 C -7.63840 -10.98367 -3.52966  O13 1.427, H66 1.090, H74 1.090, H79 1.090
34 C 8.36549 0.52175 0.33859  O2 1.477, H73 1.090, H100 1.090, H148 1.090
35 C 0.85940 0.42855 -0.56292  O15 1.449, H87 1.090, H102 1.090, H104 1.090
36 C -3.73784 4.96093 5.12220  O5 1.382, H115 1.090, H122 1.090, H144 1.090
37 C 9.17315 -0.54150 -1.82329  O2 1.379, C43 1.546, H149 1.090, H156 1.090
38 C 8.06857 7.48620 -0.85784  C57 1.529, H116 1.090, H136 1.090, H141 1.090
39 C 7.93627 7.97158 -4.70529  C42 1.536, C55 1.562, H84 1.090, H88 1.090
40 C -10.00086 -1.44144 -4.10252  O6 1.419, C49 1.583, H70 1.090, H135 1.090
41 C -1.24043 7.40522 0.12131  O3 1.420, H83 1.090, H112 1.090, H147 1.090
42 C 8.20768 8.19013 -3.20895  C39 1.536, C57 1.537, H76 1.090, H123 1.090
43 C 10.53871 -0.27995 -2.49963  O12 1.453, C37 1.546, H105 1.090, H132 1.090
44 C -6.94336 0.36019 4.94211  O16 1.420, H124 1.090, H126 1.090, H127 1.090
45 C -5.91416 -8.36367 -4.67628  O4 1.454, C22 1.547, H81 1.090, H121 1.090
46 C -8.85013 -6.22840 9.10854  O1 1.402, C26 1.563, H60 1.090, H145 1.090
47 C -9.90460 -7.83710 10.46243  O1 1.429, H62 1.090, H82 1.090, H134 1.090
48 C 4.77296 5.85602 -4.08797  C24 1.579, H94 1.090, H101 1.090, H128 1.090
49 C -9.65360 -1.32745 -5.64320  O17 1.456, C40 1.583, H86 1.090, H129 1.090
50 C 6.14860 -6.31202 2.86231  O8 1.418, C53 1.570, H91 1.090, H146 1.090
51 C 12.85547 0.08008 -2.19644  O12 1.425, H117 1.090, H118 1.090, H138 1.090
52 C -4.82662 1.32706 5.16643  O16 1.428, C27 1.612, H99 1.090, H109 1.090
53 C 5.21449 -5.24152 2.19410  O10 1.394, C50 1.570, H65 1.090, H151 1.090
54 C 3.27210 -3.90128 2.83188  O10 1.429, H77 1.090, H95 1.090, H119 1.090
55 C 6.54304 7.30226 -4.92873  C24 1.515, C39 1.562, H97 1.090, H125 1.090
56 C 1.13171 9.76523 2.17685  O9 1.440, H71 1.090, H78 1.090, H120 1.090
57 C 8.08874 6.96132 -2.29333  N18 1.441, C32 1.520, C38 1.529, C42 1.537
58 C -2.17902 -1.69374 -1.34311  O11 1.469, C20 1.573, H111 1.090, H113 1.090
59 C -10.52248 -0.05485 -7.61421  O17 1.432, H67 1.090, H106 1.090, H114 1.090
60 H -9.44501 -6.58221 8.26649  C46 1.090
61 H -3.89801 -1.52094 0.82665  C29 1.090
62 H -10.73638 -7.75481 9.76281  C47 1.090
63 H 9.79306 6.18275 -3.43128  C32 1.090
64 H -1.70647 0.39912 -0.89228  C20 1.090
65 H 5.76647 -4.33376 1.95039  C53 1.090
66 H -7.82795 -11.78218 -4.24697  C33 1.090
67 H -10.80450 0.82960 -8.18544  C59 1.090
68 H 1.54018 7.04030 1.83792  C19 1.090
69 H 1.55347 8.39080 -0.76247  C28 1.090
70 H -10.26970 -2.47971 -3.90810  C40 1.090
71 H 1.99241 9.19015 2.51826  C56 1.090
72 H 2.84367 8.28189 0.29273  C28 1.090
73 H 7.97813 1.45290 0.75212  C34 1.090
74 H -8.41327 -10.99966 -2.76323  C33 1.090
75 H 9.08306 4.93337 -2.39587  C32 1.090
76 H 7.55150 8.95666 -2.79667  C42 1.090
77 H 3.73730 -2.93511 3.02732  C54 1.090
78 H 1.14149 10.83137 2.40347  C56 1.090
79 H -6.71336 -11.04947 -2.95687  C33 1.090
80 H -6.87337 -6.74585 9.79373  C26 1.090
81 H -5.49421 -7.81344 -5.51830  C45 1.090
82 H -9.20138 -8.62426 10.19049  C47 1.090
83 H -0.97062 7.22142 -0.91866  C41 1.090
84 H 8.05526 8.96476 -5.13837  C39 1.090
85 H -5.40685 -7.42537 7.15644  C30 1.090
86 H -8.57561 -1.19465 -5.73488  C49 1.090
87 H 0.90717 0.95350 -1.51698  C35 1.090
88 H 8.73495 7.40165 -5.18006  C39 1.090
89 H -2.98900 2.49447 4.91895  C27 1.090
90 H -1.02219 -0.14107 -2.41616  C20 1.090
91 H 5.46667 -7.11228 3.14979  C50 1.090
92 H -9.22462 0.68987 -2.59130  C25 1.090
93 H 7.27912 4.15132 -3.99044  C31 1.090
94 H 4.43767 5.54406 -5.07709  C48 1.090
95 H 2.99979 -3.89057 1.77650  C54 1.090
96 H -8.39742 0.38726 -4.21278  C25 1.090
97 H 5.85702 8.08264 -4.59938  C55 1.090
98 H 6.60600 4.42225 -5.51919  C31 1.090
99 H -4.17046 0.48599 4.94250  C52 1.090
100 H 9.17578 0.11914 0.94643  C34 1.090
101 H 4.56631 5.06100 -3.37149  C48 1.090
102 H 1.89130 0.10084 -0.43698  C35 1.090
103 H -7.47360 -7.72405 8.58043  C26 1.090
104 H 0.62322 1.08306 0.27609  C35 1.090
105 H 10.39446 0.57193 -3.16415  C43 1.090
106 H -11.41446 -0.67750 -7.54523  C59 1.090
107 H 1.65082 6.20332 0.29777  C19 1.090
108 H -5.16590 -5.91975 -4.04228  C23 1.090
109 H -4.98425 1.40669 6.24203  C52 1.090
110 H 6.92532 4.75589 -1.97691  O14 0.960
111 H -3.18532 -1.40665 -1.64810  C58 1.090
112 H -2.25820 7.09977 0.36410  C41 1.090
113 H -1.77077 -2.45352 -2.00956  C58 1.090
114 H -9.86757 -0.67795 -8.22326  C59 1.090
115 H -2.65539 4.94516 5.24930  C36 1.090
116 H 9.00727 7.93686 -0.53560  C38 1.090
117 H 13.59935 0.15927 -1.40368  C51 1.090
118 H 13.31085 -0.67619 -2.83580  C51 1.090
119 H 2.41874 -4.01062 3.50114  C54 1.090
120 H 0.25721 9.28032 2.61069  C56 1.090
121 H -5.15045 -8.88543 -4.09957  C45 1.090
122 H -4.17527 5.59403 5.89418  C36 1.090
123 H 9.26201 8.46639 -3.19717  C42 1.090
124 H -7.58537 -0.10232 4.19245  C44 1.090
125 H 6.38544 6.92981 -5.94093  C55 1.090
126 H -6.37069 -0.47928 5.33636  C44 1.090
127 H -7.40791 0.79024 5.82944  C44 1.090
128 H 4.21355 6.66372 -3.61597  C48 1.090
129 H -9.80709 -2.23484 -6.22731  C49 1.090
130 H -7.29025 -9.01692 -6.16145  C22 1.090
131 H 8.16172 -7.45809 3.75333  C21 1.090
132 H 10.80786 -1.20538 -3.00878  C43 1.090
133 H -6.29717 -10.25228 -5.39741  C22 1.090
134 H -10.32636 -8.18011 11.40718  C47 1.090
135 H -10.87143 -0.83911 -3.84288  C40 1.090
136 H 7.32475 8.27007 -0.71516  C38 1.090
137 H -2.87529 -2.31915 1.93504  C29 1.090
138 H 12.78804 1.06067 -2.66759  C51 1.090
139 H -4.03887 2.92755 3.59239  C27 1.090
140 H -4.88282 -6.22721 8.30723  C30 1.090
141 H 7.79817 6.68776 -0.16684  C38 1.090
142 H 7.31129 -8.55322 2.58636  C21 1.090
143 H -5.59873 -6.54166 -2.41745  C23 1.090
144 H -3.85383 5.45112 4.15558  C36 1.090
145 H -8.86941 -5.14419 9.21913  C46 1.090
146 H 6.51089 -6.06689 3.86069  C50 1.090
147 H -1.05733 8.47972 0.12763  C41 1.090
148 H 7.49164 -0.10758 0.50719  C34 1.090
149 H 8.56617 -1.01611 -2.59427  C37 1.090
150 H 8.96568 -7.91113 2.27714  C21 1.090
151 H 4.90762 -5.75825 1.28477  C53 1.090
152 H -5.13154 -5.68620 6.68752  C30 1.090
153 H 8.00363 5.27154 -5.29948  C31 1.090
154 H -7.51746 0.08432 -2.70259  C25 1.090
155 H -6.64160 -5.46106 -3.37626  C23 1.090
156 H 9.33622 -1.38042 -1.14674  C37 1.090
157 H 10.02447 6.15641 -1.74758  C32 1.090
158 H -2.33804 -0.78125 1.41850  C29 1.090

Löwdin atomic charge list, values in e, 99 entries: -0.190 -0.180 -0.181 -0.191 -0.204 -0.205 -0.165 -0.183 -0.228 -0.198 -0.200 -0.190 -0.181 -0.002 -0.197 -0.195 -0.228 -0.130 -0.171 -0.189 -0.129 -0.213 -0.099 -0.459 -0.089 -0.251 -0.127 -0.173 -0.131 -0.087 -0.026 -0.024 -0.095 -0.047 -0.098 -0.163 -0.244 -0.035 -0.166 -0.186 -0.102 -0.138 -0.181 -0.113 -0.185 -0.206 -0.096 -0.025 -0.154 -0.205 -0.126 -0.167 -0.201 -0.083 -0.150 -0.090 -0.536 -0.134 -0.102 0.125 0.084 0.085 0.079 0.110 0.123 0.089 0.085 0.103 0.106 0.116 0.080 0.120 0.080 0.086 0.078 0.119 0.080 0.086 0.087 0.126 0.117 0.082 0.084 0.106 0.086 0.112 0.079 0.093 0.105 0.115 0.118 0.092 0.071 0.084 0.085 0.077 0.116 0.075 0.112